(a)
Computed, not measured: a 2-piece molecular cluster, C2H3N3O2 overall, with wB97M-V/def2-TZVPD.

The highest occupied orbital energy is -9.6 eV. As for the SMILES: NC1=NO1.N=C=O.

Structure (ORCA input):
```
! RIJCOSX wB97M-V def2-TZVPD def2/J DEFGRID3
* xyz 0 1
N -1.68761 -0.19628 -0.09368
C -0.66040 -0.82478 0.56553
N -0.44713 -1.26010 1.72466
O 0.50231 -1.38602 0.32742
H -1.45989 0.29550 -0.94988
H -2.44395 -0.85741 -0.21294
N 0.72415 1.14625 -0.36450
C 1.88923 0.84544 -0.58255
O 2.97696 0.50236 -0.84202
H 0.62907 1.75558 0.43556
*
```

(b)
Computed, not measured: one molecule with the formula C2H3N3O2, with wB97M-V/def2-TZVPD.

The highest occupied orbital energy is -9.3 eV. As for the SMILES: [H]/N=c1\nc(O)[nH]o1.

Structure (ORCA input):
```
! RIJCOSX wB97M-V def2-TZVPD def2/J DEFGRID3
* xyz 0 1
H 2.60892 -1.36273 0.05518
N 2.42986 -0.34267 -0.03590
C 1.20270 -0.08692 -0.07689
N 0.06127 -0.87359 -0.10048
C -0.94979 -0.06440 -0.06592
O -2.22286 -0.35554 -0.04146
N -0.60241 1.25934 -0.16813
O 0.81081 1.26529 -0.06452
H -2.30351 -1.32950 -0.00431
H -1.03499 1.89072 0.50244
*
```

(c)
Computed, not measured: a 2-piece molecular cluster, C2H3N3O2 overall, with wB97M-V/def2-TZVPD.

The highest occupied orbital energy is -8.7 eV. As for the SMILES: NN1C=N1.O=C=O.

Structure (ORCA input):
```
! RIJCOSX wB97M-V def2-TZVPD def2/J DEFGRID3
* xyz 0 1
N 0.69141 -1.02151 1.51322
N 0.26241 0.21639 1.72673
C -0.84996 0.62243 1.00352
N -0.00695 1.38341 0.53748
H 1.60079 -1.18291 1.26486
H 0.09814 -1.64909 1.11463
H -1.72108 0.01132 0.87196
O -0.35378 -0.51725 -2.36509
C -0.01549 0.53872 -2.69790
O 0.29450 1.59849 -2.96941
*
```

(d)
Computed, not measured: a 2-piece molecular cluster, C2H3N3O2 overall, with wB97M-V/def2-TZVPD.

The highest occupied orbital energy (spin up / spin down) is -11.8 / -10.8 eV.

Structure (ORCA input):
```
! RIJCOSX wB97M-V def2-TZVPD def2/J DEFGRID3
* xyz 0 1
C -0.58959 -1.49442 0.01020
C -0.58834 -0.29578 0.65594
N -0.56159 -2.53223 -0.49274
N 2.01416 -0.01032 -0.48432
N -1.26444 0.80388 -0.02564
O -1.91247 0.57345 -0.99664
O -0.99178 1.86035 0.46411
H -0.31462 -0.14132 1.67711
H 1.56502 0.70434 -1.04072
H 2.64363 0.53206 0.23273
*
```

Least stable: (d)

(a)
Computed, not measured: one molecule with the formula C2H3N3O2, with wB97M-V/def2-TZVPD.

The highest occupied orbital energy is -9.6 eV. As for the SMILES: O=c1nc[nH]n1O.

Structure (ORCA input):
```
! RIJCOSX wB97M-V def2-TZVPD def2/J DEFGRID3
* xyz 0 1
O 0.75087 -2.18534 -0.24183
C 0.57910 -1.03526 0.13931
N 1.36621 -0.15308 0.84896
C 0.77769 1.01118 0.75071
N -0.35348 1.01545 -0.02737
N -0.69448 -0.32927 -0.08237
O -1.46349 -0.70452 -1.20222
H 0.97430 1.99773 1.25712
H -1.09283 1.69461 0.23757
H -0.84388 -1.31149 -1.67988
*
```

(b)
Computed, not measured: one molecule with the formula C2H3N3O2, with wB97M-V/def2-TZVPD.

The highest occupied orbital energy is -8.5 eV. As for the SMILES: O/N=c1\nco[nH]1.

Structure (ORCA input):
```
! RIJCOSX wB97M-V def2-TZVPD def2/J DEFGRID3
* xyz 0 1
O 1.82926 1.47558 1.05777
N 0.68384 1.43815 0.43107
C 0.16023 0.43491 0.07268
N 0.66105 -0.86978 -0.12664
C -0.48067 -1.45977 -0.53839
O -1.52906 -0.77216 -0.40773
N -1.18356 0.52768 -0.32313
H 2.29252 0.70987 0.66295
H -0.58128 -2.39818 -1.21495
H -1.85233 0.91371 0.38638
*
```

(c)
Computed, not measured: one molecule with the formula C2H3N3O2, with wB97M-V/def2-TZVPD.

The highest occupied orbital energy is -9.8 eV. As for the SMILES: [H]/N=C(/O)N(O)C#N.

Structure (ORCA input):
```
! RIJCOSX wB97M-V def2-TZVPD def2/J DEFGRID3
* xyz 0 1
H -0.70652 -1.23587 -1.77897
N -0.24485 -1.54062 -0.93329
C 0.45711 -0.81341 -0.18280
O 1.44673 -1.22799 0.58313
N -0.07858 0.45174 0.12154
O 0.39625 1.14650 1.25074
C -1.33559 0.63547 -0.41200
N -2.23801 1.17257 -0.88794
H 1.58777 -0.59364 1.30767
H 0.71568 2.00526 0.93193
*
```

Least stable: (b)

(a)
Computed, not measured: one molecule with the formula C3H7NS2, with wB97M-V/def2-TZVPD.

The highest occupied orbital energy is -8.6 eV. As for the SMILES: CCN(S)C=S.

Structure (ORCA input):
```
! RIJCOSX wB97M-V def2-TZVPD def2/J DEFGRID3
* xyz 0 1
C 0.69998 -1.27514 -0.54096
C -0.40209 -0.77293 0.40523
N -0.62479 0.69600 0.32662
S -1.74370 1.27068 -0.82057
C 0.21046 1.59565 0.90527
S 1.46714 1.20698 1.85678
H 1.69421 -0.96645 -0.22003
H 0.55748 -1.00662 -1.58824
H 0.69023 -2.35171 -0.47159
H -0.21402 -0.99747 1.47556
H -1.32666 -1.25721 0.07866
H -1.01006 1.22329 -2.03695
H 0.00181 2.63493 0.63023
*
```

(b)
Computed, not measured: one molecule with the formula C3H7NS2, with wB97M-V/def2-TZVPD.

The highest occupied orbital energy is -8.9 eV. As for the SMILES: CSC(=S)CN.

Structure (ORCA input):
```
! RIJCOSX wB97M-V def2-TZVPD def2/J DEFGRID3
* xyz 0 1
C -1.35328 0.79554 -2.06562
S -0.86908 1.36537 -0.27308
C 0.17258 -0.07627 0.12529
S 0.83368 -1.26313 -0.65971
C 0.34020 0.09112 1.62611
N 1.03396 -0.98472 2.35429
H -0.51783 0.50207 -2.87386
H -2.05786 1.63296 -2.33969
H -1.88290 -0.12408 -1.90291
H 0.98831 1.14578 1.45878
H -0.66214 0.33158 2.10463
H 0.57784 -1.86755 2.22216
H 1.92614 -1.22591 1.66088
*
```

Least stable: (b)

(a)
Computed, not measured: one molecule with the formula C4H11NS, with wB97M-V/def2-TZVPD.

The highest occupied orbital energy is -8.7 eV. As for the SMILES: CCNCCS.

Structure (ORCA input):
```
! RIJCOSX wB97M-V def2-TZVPD def2/J DEFGRID3
* xyz 0 1
C -0.71158 1.43256 1.88984
C -0.07253 1.11747 0.52260
N -0.90423 -0.10503 0.24917
C -0.09250 -1.17583 -0.26875
C 0.45473 -1.17090 -1.89544
S 2.30848 -1.52491 -1.80808
H -0.08967 1.87304 2.56228
H -1.41023 0.74941 2.31275
H -1.44780 2.18546 1.81629
H -0.03081 1.94189 -0.15244
H 0.97886 0.77963 0.50128
H -1.65113 0.10575 -0.44071
H 0.76381 -1.23690 0.42840
H -0.80623 -2.14386 -0.27163
H 0.23869 -0.02700 -2.02133
H -0.09839 -1.63131 -2.80447
H 2.57053 -1.16947 -0.61977
*
```

(b)
Computed, not measured: one molecule with the formula C4H11NS, with wB97M-V/def2-TZVPD.

The highest occupied orbital energy is -8.2 eV. As for the SMILES: CSCCCN.

Structure (ORCA input):
```
! RIJCOSX wB97M-V def2-TZVPD def2/J DEFGRID3
* xyz 0 1
C -2.69100 1.00487 0.71577
S -1.86607 1.19994 -0.84164
C -0.13053 0.77428 -0.33974
C 0.06030 -0.64419 0.14747
C 1.61927 -0.93389 0.11277
N 2.27688 -0.56145 -1.18679
H -2.29126 1.66037 1.56065
H -2.54531 0.05426 0.97362
H -3.72314 1.25187 0.63351
H 0.52763 0.98202 -1.19321
H 0.00531 1.61775 0.48890
H -0.32753 -0.81435 1.14542
H -0.22427 -1.29705 -0.66232
H 2.06952 -0.28435 0.78495
H 1.70780 -2.03010 0.42798
H 3.28146 -0.55810 -0.92033
H 2.25092 -1.42185 -1.84700
*
```

(c)
Computed, not measured: a 2-piece molecular cluster, C4H11NS overall, with wB97M-V/def2-TZVPD.

The highest occupied orbital energy is -8.4 eV. As for the SMILES: C=NC.CSC.

Structure (ORCA input):
```
! RIJCOSX wB97M-V def2-TZVPD def2/J DEFGRID3
* xyz 0 1
C 1.97300 0.45669 0.28184
N 1.36131 -0.11057 1.22540
C 0.60171 0.72882 2.12555
H 2.56238 -0.14333 -0.40768
H 1.93681 1.53812 0.12924
H 0.98865 0.61086 3.13773
H -0.43232 0.38549 2.15920
H 0.62853 1.79425 1.86359
C -1.88675 0.29707 -0.48334
S -0.81469 0.28155 -1.95030
C -0.24147 -1.42760 -1.87682
H -1.64115 -0.54067 0.16302
H -2.92528 0.23640 -0.79687
H -1.72916 1.22492 0.06220
H 0.39968 -1.60493 -2.73810
H 0.30627 -1.61157 -0.95264
H -1.08752 -2.11551 -1.94202
*
```

(d)
Computed, not measured: a 2-piece molecular cluster, C4H11NS overall, with wB97M-V/def2-TZVPD.

The highest occupied orbital energy is -8.4 eV. As for the SMILES: C=NC.CSC.

Structure (ORCA input):
```
! RIJCOSX wB97M-V def2-TZVPD def2/J DEFGRID3
* xyz 0 1
C -2.53225 -1.63291 -1.67597
N -1.95262 -2.66358 -1.25562
C -1.03210 -3.30723 -2.17532
H -3.27211 -1.17405 -1.02397
H -2.23100 -1.17433 -2.62455
H -0.85318 -4.33632 -1.85756
H -0.03301 -2.86033 -2.12331
H -1.36376 -3.37896 -3.21208
C 2.65656 1.37059 1.59590
S 0.81452 1.44487 1.56529
C 0.60572 2.82678 0.43540
H 2.97406 1.97364 2.43172
H 2.99554 1.72064 0.63185
H 2.88614 0.33111 1.78899
H 0.58013 3.79399 0.94390
H 1.46033 2.94108 -0.23722
H -0.30791 2.75837 -0.15270
*
```

Least stable: (a)

(a)
Computed, not measured: a 2-piece molecular cluster, C4H11NS overall, with wB97M-V/def2-TZVPD.

The highest occupied orbital energy is -9.0 eV. As for the SMILES: NCCS.C=C.

Structure (ORCA input):
```
! RIJCOSX wB97M-V def2-TZVPD def2/J DEFGRID3
* xyz 0 1
N 0.02536 -0.99132 -1.00769
C -0.16013 0.21687 -1.79109
C 0.80656 1.29197 -1.29967
S 0.61899 2.76951 -2.34820
H -0.15963 -0.84226 -0.02320
H -0.56678 -1.74616 -1.32747
H -1.18035 0.62295 -1.76105
H 0.07008 0.00329 -2.83348
H 0.56586 1.54640 -0.26830
H 1.82333 0.91615 -1.37437
H 1.70168 3.41499 -1.89858
C -0.05720 -1.41812 2.32154
C -1.13526 -0.97141 2.93980
H 0.00928 -2.43729 1.96435
H 0.83781 -0.80963 2.27292
H -2.01022 -1.59373 3.08102
H -1.18938 0.02779 3.35347
*
```

(b)
Computed, not measured: one molecule with the formula C4H11NS, with wB97M-V/def2-TZVPD.

The highest occupied orbital energy is -8.5 eV. As for the SMILES: CCSCNC.

Structure (ORCA input):
```
! RIJCOSX wB97M-V def2-TZVPD def2/J DEFGRID3
* xyz 0 1
C -2.04235 -0.03008 -1.04016
C -0.66071 -0.63748 -1.35859
S 0.04391 -1.70697 -0.07435
C 0.16683 -0.53370 1.30823
N 0.65048 0.79355 0.98484
C 2.03923 0.76769 0.47953
H -2.74976 -0.74872 -0.63016
H -2.48815 0.33989 -1.96373
H -1.83369 0.76414 -0.32688
H 0.01231 0.20212 -1.52749
H -0.64273 -1.22803 -2.27435
H 0.75561 -1.02013 2.09502
H -0.86898 -0.47927 1.65213
H 0.61072 1.33892 1.83950
H 2.33732 1.78086 0.24394
H 2.01753 0.28531 -0.50405
H 2.65243 0.11191 1.09657
*
```

Least stable: (a)

(a)
Computed, not measured: one molecule with the formula C4H11NS, with wB97M-V/def2-TZVPD.

The highest occupied orbital energy is -8.8 eV. As for the SMILES: CNCCCS.

Structure (ORCA input):
```
! RIJCOSX wB97M-V def2-TZVPD def2/J DEFGRID3
* xyz 0 1
C 0.83479 -1.65824 1.85849
N 0.53211 -1.18609 0.46899
C 0.31875 0.26247 0.46535
C 0.25705 1.17673 -0.76650
C -1.11430 1.29783 -1.49631
S -1.50406 -0.33458 -2.05197
H 1.16852 -0.79517 2.50071
H -0.19758 -1.81267 2.26464
H 1.31233 -2.62698 2.10002
H -0.35638 -1.70857 0.28331
H -0.70781 0.57750 1.04539
H 1.12757 0.72613 1.05707
H 0.51376 2.17012 -0.38511
H 1.05622 0.86898 -1.47445
H -1.95420 1.76216 -0.93675
H -0.93092 2.03288 -2.36717
H -0.35586 -0.75251 -2.56571
*
```

(b)
Computed, not measured: a 2-piece molecular cluster, C4H11NS overall, with wB97M-V/def2-TZVPD.

The highest occupied orbital energy is -8.4 eV. As for the SMILES: C=CN.CSC.

Structure (ORCA input):
```
! RIJCOSX wB97M-V def2-TZVPD def2/J DEFGRID3
* xyz 0 1
C 1.25745 -3.59655 1.32180
C -0.00821 -3.44861 0.91795
N -0.48031 -2.93231 -0.27809
H 2.15849 -3.30406 0.80225
H 1.40326 -4.18090 2.21815
H -0.75686 -3.89323 1.55551
H 0.14565 -2.28026 -0.71285
H -1.39695 -2.52769 -0.20044
C -1.21779 2.08063 -1.20654
S 0.52974 2.56517 -1.35751
C 0.72706 3.76543 0.00726
H -1.93756 2.59859 -0.58297
H -1.26989 1.00508 -1.04900
H -1.58132 2.18841 -2.23671
H 1.68398 3.52174 0.46766
H 0.86045 4.78943 -0.33788
H -0.11720 3.64912 0.67141
*
```

Least stable: (a)

(a)
Computed, not measured: a 2-piece molecular cluster, C2H3N2O2 overall, with wB97M-V/def2-TZVPD.

The highest occupied orbital energy is -2.9 eV.

Structure (ORCA input):
```
! RIJCOSX wB97M-V def2-TZVPD def2/J DEFGRID3
* xyz -1 1
C 1.88515 0.86186 0.01260
C -1.63887 -0.49499 0.26747
N 2.07319 -0.07072 0.64732
N -0.49322 -0.45653 -0.35217
O -0.03293 0.61468 -0.95768
O 0.23325 -1.45303 -0.34308
H 1.92312 1.79692 -0.46035
H -1.80869 -1.26256 1.05292
H -2.14099 0.46437 0.13295
*
```

(b)
Computed, not measured: a 2-piece molecular cluster, C2H3N2O2 overall, with wB97M-V/def2-TZVPD.

The highest occupied orbital energy is -1.0 eV.

Structure (ORCA input):
```
! RIJCOSX wB97M-V def2-TZVPD def2/J DEFGRID3
* xyz -1 1
C -4.62086 0.13219 -0.07927
C -0.11473 -0.15310 0.78055
N -1.99260 0.15140 -0.67194
N -1.58647 -0.34530 0.37818
O -4.98850 0.61041 -1.09048
O -4.59019 -0.27089 1.02301
H 0.09793 -0.91419 1.61857
H -0.28307 0.78086 1.36606
H 0.71365 0.04362 -0.05998
*
```

Least stable: (a)